Formula: C20H53Br2F3N2O10PS7
Source: the OMol25 dataset
Level of theory: ωB97M-V/def2-TZVPD

Geometry as XYZ:
```
98
Properties=species:S:1:pos:R:3:forces:R:3:mulliken_charge:R:1
N -0.785391 -0.270938 1.635264 -0.5 -0.7 -0.5 -0.73
P -1.524259 0.087371 0.357947 1.7 1.2 1.5 0.81
O -0.593836 0.534224 -0.845651 -2.5 -0.7 -0.3 -0.05
O -2.591702 1.273893 0.528329 -0.3 -1.2 -0.8 -0.50
N -2.499520 -1.278255 -0.334368 -0.3 -0.4 -0.1 0.21
C -3.583305 -1.771880 0.592536 -0.9 0.8 -0.9 -0.19
C -4.891151 -1.885589 -0.221373 -0.6 -0.2 0.5 -0.21
O -5.949700 -2.054796 0.313450 0.5 0.0 0.0 -0.43
C -1.599200 -2.373636 -0.876429 0.4 -0.2 -0.6 -0.49
C -1.765147 -2.385387 -2.383524 -0.3 0.5 0.9 -1.39
C -1.085253 -3.514446 -3.131037 0.3 0.2 -1.0 0.67
F -1.287157 -4.723649 -2.567991 -0.2 0.0 0.2 -0.34
Br 0.828728 -3.241463 -3.308604 -0.1 0.2 0.3 -0.05
C -1.755974 -3.486058 -4.549582 0.5 -0.4 0.6 0.40
F -3.014321 -3.939192 -4.376726 -0.1 0.0 -0.2 -0.23
F -1.837164 -2.169965 -4.829739 -0.2 0.2 -1.0 -0.16
Br -0.879881 -4.430517 -5.964008 -0.2 0.2 0.1 -0.08
H -0.958073 -1.235264 1.911095 0.3 0.1 0.5 0.23
H -1.194801 0.787918 -1.573253 0.6 0.5 -0.4 0.25
H -3.138558 1.326338 -0.272641 -0.1 0.8 0.1 0.38
H -2.987760 -0.881460 -1.146030 0.0 -0.1 -0.1 0.37
H -3.767300 -0.979951 1.317428 0.1 -0.3 0.4 0.45
H -3.351215 -2.722196 1.059920 0.4 0.0 0.1 0.27
H -4.873525 -1.775318 -1.330077 0.4 0.0 0.1 0.37
H -1.866306 -3.340241 -0.473530 -0.2 0.1 0.4 0.48
H -0.591917 -2.145187 -0.543175 0.1 -0.1 -0.1 0.13
H -2.839603 -2.464245 -2.577632 0.0 -0.2 -0.1 0.31
H -1.468288 -1.414475 -2.772789 0.3 -0.1 -0.2 0.60
C -2.963679 3.171656 -5.523429 0.2 0.0 0.1 -0.99
S -3.955441 2.014089 -4.578525 -0.2 0.1 -0.1 0.39
O -3.179167 1.666289 -3.342433 0.2 -0.3 0.3 -0.55
C -3.771313 0.623746 -5.696231 0.1 -0.1 0.0 -0.83
H -2.912827 4.105401 -4.967766 0.0 0.0 0.0 0.33
H -1.959755 2.769801 -5.659955 0.0 0.0 0.0 0.31
H -3.438293 3.346646 -6.488364 -0.1 0.0 0.0 0.40
H -2.712045 0.390454 -5.806439 0.0 0.0 0.0 0.20
H -4.213770 0.844338 -6.666878 0.0 0.1 0.1 0.46
H -4.288001 -0.222575 -5.247612 0.0 0.0 0.0 0.27
C 3.365819 2.520588 0.131204 0.1 0.0 0.0 -1.08
S 2.429766 1.827556 -1.230276 0.1 0.0 0.1 0.50
O 1.736225 0.608788 -0.722141 1.1 0.0 0.0 -0.54
C 3.853374 1.276348 -2.181050 0.1 0.0 -0.1 -1.04
H 2.666118 2.896282 0.873358 0.0 0.0 0.0 0.30
H 3.991034 1.747558 0.577307 0.0 0.0 0.0 0.35
H 3.981674 3.343865 -0.228379 0.0 0.0 0.0 0.43
H 4.445558 0.584119 -1.582661 0.0 0.0 0.0 0.30
H 4.453486 2.139533 -2.468187 0.0 0.0 0.0 0.40
H 3.490549 0.771982 -3.074692 -0.1 0.0 0.0 0.31
C 2.968640 -2.651443 -7.471737 0.1 0.0 0.1 -0.80
S 1.919744 -3.187484 -8.830496 0.0 0.1 -0.1 0.51
O 1.251846 -4.442688 -8.396718 0.0 -0.1 0.1 -0.59
C 3.258651 -3.655288 -9.931842 0.1 0.0 0.0 -0.97
H 2.323908 -2.350761 -6.647608 -0.1 0.0 0.0 0.18
H 3.609408 -3.474864 -7.155694 0.0 0.0 0.0 0.30
H 3.571613 -1.801929 -7.792554 0.0 0.0 0.0 0.37
H 3.880077 -4.411943 -9.453201 0.0 0.0 0.0 0.32
H 3.851470 -2.773589 -10.174996 0.0 0.0 0.0 0.37
H 2.820690 -4.061785 -10.840679 -0.1 0.0 0.0 0.32
C 3.687689 4.596818 4.691188 0.0 -0.1 0.1 -0.83
S 4.902103 5.241674 3.539301 -0.1 0.1 0.1 0.47
O 4.506414 4.793135 2.173836 0.0 -0.1 0.0 -0.59
C 6.247918 4.183898 4.080625 0.1 -0.1 0.0 -0.94
H 2.738645 5.096717 4.504701 0.0 0.0 -0.1 0.29
H 3.567173 3.523492 4.540106 0.0 0.0 -0.1 0.37
H 4.010456 4.801950 5.714000 0.0 0.0 0.0 0.25
H 5.959732 3.138575 3.968735 -0.1 0.0 0.0 0.29
H 6.481729 4.404626 5.122142 0.0 0.0 0.0 0.37
H 7.115234 4.394768 3.458427 0.0 0.0 0.0 0.33
C 0.639501 -5.664852 2.631609 0.0 -0.1 -0.1 -1.07
S 0.289499 -3.940297 2.292783 0.1 0.0 0.2 0.40
O -0.847582 -3.911877 1.311394 0.0 0.0 0.1 -0.56
C 1.783459 -3.600792 1.361218 0.0 0.0 -0.2 -0.77
H -0.204031 -6.081054 3.178054 0.0 0.1 0.0 0.36
H 0.772427 -6.203892 1.693682 0.0 0.0 0.0 0.32
H 1.539199 -5.734069 3.241794 0.0 0.0 0.0 0.42
H 1.842536 -4.272619 0.504079 -0.1 0.0 0.0 0.28
H 2.647919 -3.734584 2.010357 0.0 0.0 0.0 0.46
H 1.742940 -2.566733 1.018360 0.0 0.0 0.1 0.13
C 2.922343 7.769387 6.799866 -0.1 0.0 -0.1 -0.90
S 3.923319 7.112563 8.140859 0.1 0.1 0.0 0.49
O 4.201727 5.682788 7.824805 -0.1 0.0 -0.1 -0.62
C 2.620902 7.145138 9.376919 -0.1 -0.1 0.0 -0.93
H 3.537114 7.799304 5.901844 0.1 0.0 0.0 0.28
H 2.060230 7.122646 6.634192 0.0 0.0 0.0 0.29
H 2.596828 8.778127 7.052337 0.0 0.0 0.0 0.40
H 1.779213 6.540152 9.039759 0.0 0.0 0.0 0.30
H 2.306508 8.175450 9.541902 0.0 0.0 0.0 0.36
H 3.021749 6.733736 10.300599 0.1 0.0 0.0 0.32
C -6.450480 -1.614031 5.291178 -0.1 0.1 -0.1 -0.91
S -4.874879 -2.468029 5.169459 0.1 0.0 0.0 0.47
O -3.873748 -1.480723 4.680564 -0.1 0.0 -0.2 -0.58
C -5.322641 -3.486386 3.757789 -0.1 -0.1 -0.2 -0.65
H -6.376184 -0.884754 6.094728 0.1 0.0 0.0 0.33
H -6.666267 -1.105305 4.351520 0.1 0.0 0.0 0.27
H -7.235722 -2.333582 5.522677 0.0 0.0 0.0 0.36
H -5.613347 -2.855156 2.916305 0.0 0.1 0.1 0.03
H -6.144495 -4.148705 4.029832 0.0 0.0 0.0 0.43
H -4.458909 -4.087819 3.477337 0.1 0.0 0.1 0.27
```
Forces are in eV/Å.

energy = -10231.6309 Eh
net charge = +1